Record 1
Formula: C23H19F3N4OS2
Source: OMol25
Level of theory: ωB97M-V/def2-TZVPD

Computed properties:
**Relative energy (zero: lowest compared OMol25 entry of this formula, charge and spin)**: 0.000 eV
**E_HOMO**: -8.2851 eV
**SMILES**: CCc1c(C)sc(NC(=O)CSc2nc3c(c(C(F)(F)F)n2)CCc2ccccc2-3)c1C#N
**Orbital gap**: 7.87 eV
**Maximum force**: 0.02214 Eh/bohr
**Total energy**: -61992.4148 eV

Structure (XYZ):
```
52
Properties=species:S:1:pos:R:3:forces:R:3
S -0.5406 0.6674 3.3197 0.824 -0.142 0.334
S -1.0501 2.9877 -1.6228 -0.236 0.620 0.151
F 1.8702 0.4663 -4.6139 -0.099 0.125 0.117
F 2.4134 -1.3405 -3.5836 -0.029 -0.019 0.280
F 0.8112 -1.3591 -5.0185 -0.277 -0.029 0.023
O -2.3483 1.6340 1.7898 -0.261 0.190 0.000
N -1.3434 0.4282 -1.0012 -0.200 0.041 0.036
N -0.2913 2.2950 1.1716 0.374 0.126 0.140
N 3.3707 2.7838 0.9222 0.274 0.220 -0.271
N 0.1037 0.9752 -2.7827 0.104 0.221 -0.151
C -0.1871 -1.3114 -2.1640 -0.121 0.368 0.091
C 1.7037 1.5450 2.4003 -1.000 -0.378 0.392
C 1.3704 -0.6198 -4.0389 0.513 -0.186 -0.549
C 0.1155 -2.7706 -2.2858 -0.065 -0.266 -0.038
C -2.3779 -4.1165 0.1251 -0.028 -0.011 0.052
C 0.8802 -0.7164 5.2925 0.066 0.001 0.028
C -2.9832 -2.3912 1.6804 -0.024 -0.006 0.017
C -1.6350 2.2212 1.0031 -0.155 0.277 -0.265
C 0.9413 0.1857 4.1092 -0.062 0.321 -0.405
C -2.9812 -3.7262 1.3098 0.002 -0.024 -0.029
C -1.7528 -1.8378 -0.3121 -0.250 -0.519 0.360
C -2.1897 2.9474 -0.2017 0.163 -0.145 -0.524
C -0.7423 1.2800 -1.8140 0.020 -0.519 0.011
C -2.3782 -1.4491 0.8719 0.080 -0.013 -0.155
C 4.1261 -0.5541 3.0364 0.028 0.105 0.136
C -1.7586 -3.1875 -0.6941 -0.017 0.128 0.053
C 0.3458 1.6023 2.1802 -0.036 -0.171 0.227
C 2.0429 0.7262 3.5237 -0.154 -0.062 0.237
C -1.0911 -0.8663 -1.1721 0.574 0.039 -0.701
C 0.3806 -0.3106 -2.9383 -0.288 0.072 0.322
C 3.4617 0.4884 3.9377 -0.056 -0.135 -0.135
C 2.6293 2.2224 1.5962 0.261 0.247 -0.282
C -1.1432 -3.5876 -2.0028 0.168 0.042 -0.068
H -0.9043 -4.6516 -2.0007 -0.055 0.013 -0.014
H -2.3811 3.9922 0.0481 -0.004 -0.008 0.004
H -0.1521 -0.9824 5.5032 -0.045 -0.114 0.136
H 0.8894 -3.0229 -1.5522 0.005 -0.050 -0.045
H 3.4884 0.1486 4.9738 0.034 0.091 0.029
H 0.2824 2.7988 0.5042 -0.132 -0.085 -0.006
H 4.0184 1.4258 3.8669 0.008 -0.004 0.126
H 4.1457 -0.2060 2.0061 0.020 -0.028 -0.105
H 0.5042 -3.0137 -3.2739 0.029 0.019 0.090
H -1.8722 -3.4132 -2.8020 0.030 -0.046 -0.032
H -2.3883 -5.1565 -0.1680 0.009 -0.104 -0.033
H 3.5806 -1.4948 3.0744 -0.031 -0.092 -0.026
H 1.2988 -0.2277 6.1725 -0.032 -0.031 0.085
H -3.1244 2.4710 -0.4960 0.076 0.023 0.173
H -2.3849 -0.4102 1.1538 -0.007 0.079 0.006
H 1.4457 -1.6304 5.1130 -0.029 -0.087 0.047
H -3.4529 -4.4658 1.9396 -0.042 -0.062 0.059
H -3.4580 -2.0798 2.5978 -0.050 0.028 0.105
H 5.1489 -0.7320 3.3583 0.124 -0.063 -0.033
```
Forces are in eV/Å.

Record 2
Formula: C23H19F5N7RbS7
Source: OMol25
Level of theory: ωB97M-V/def2-TZVPD

Computed properties:
**Relative energy (zero: lowest compared OMol25 entry of this formula, charge and spin)**: 0.000 eV
**E_HOMO**: -7.1911 eV
**Orbital gap**: 7.26 eV
**Maximum force**: 0.04410 Eh/bohr
**Total energy**: -124681.4920 eV

Structure (XYZ):
```
62
Properties=species:S:1:pos:R:3:forces:R:3
Rb -0.5857 0.2853 -0.8491 0.215 -0.055 0.013
S 1.2901 5.5651 0.4442 -0.404 -0.982 -0.061
S -5.4068 3.4544 -0.5926 0.869 -0.899 0.020
S 2.0808 -1.7490 0.7272 0.050 0.632 0.062
S -0.8030 1.0022 4.4291 0.400 0.237 -0.785
S -5.4483 -2.9103 -0.7062 1.477 1.412 0.022
S 2.6446 1.4599 -2.8263 0.928 -0.263 0.410
S 5.5098 1.9807 -1.8407 -0.171 0.655 -0.418
F 0.2749 -5.1473 -2.6481 0.218 0.040 0.424
F 1.8227 -6.8388 1.5281 0.025 0.589 -0.597
F 0.8124 -7.2525 -0.9931 -0.111 -0.001 -0.052
F 2.4308 -4.2579 2.2857 -0.161 -0.426 -0.631
F 0.8970 -2.6267 -1.8976 0.023 -0.331 0.080
N -3.4035 1.7840 -0.6833 -1.314 0.260 -0.125
N 0.0284 0.9378 1.9236 -0.399 0.389 1.879
N 0.5512 3.0651 0.0367 0.730 1.704 -0.007
N -3.4158 -1.2279 -0.7325 -1.694 -0.244 -0.048
N 4.0835 0.0262 -1.0633 0.119 0.938 -0.545
N -0.2574 -1.1575 2.8797 0.377 -1.001 -0.793
N 1.1806 4.2331 -1.9099 0.324 -1.120 -1.179
C 0.8507 -4.9284 -1.4461 0.152 -0.420 0.125
C 1.6678 -5.8098 0.6658 -0.207 0.886 -0.022
C 1.1963 -3.6475 -1.0572 -0.035 0.378 0.438
C 6.3648 0.8182 -0.7595 -0.080 -0.353 0.281
C 0.4467 3.3234 1.4063 0.334 1.634 -0.299
C -2.6076 -3.4905 -0.8449 0.724 -1.003 0.026
C -5.7383 1.7701 -0.5533 1.037 -0.782 -0.135
C 0.9948 4.1649 -0.5876 -0.670 -0.619 1.789
C 1.7550 -3.3448 0.1986 -0.161 -2.033 -0.058
C -5.7611 -1.2063 -0.6196 1.219 0.510 -0.340
C 5.2421 -0.0662 -0.1747 -0.140 0.199 0.749
C -3.7192 -2.5079 -0.7689 0.074 0.946 0.024
C -0.4544 2.4976 3.6223 0.497 -0.021 -1.223
C -0.3074 0.1750 2.9690 0.064 0.738 -0.865
C -2.6521 4.1059 -0.7891 0.572 0.957 -0.225
C -4.5721 1.0052 -0.6300 -0.809 2.115 0.126
C -3.7012 3.0688 -0.6849 0.004 -1.101 -0.029
C -0.0150 2.2786 2.3239 -0.431 -0.618 1.377
C 1.1039 -6.0080 -0.5949 0.098 0.028 -0.009
C 0.7636 4.6213 1.7935 -0.284 -1.622 -0.770
C 4.0089 1.0933 -1.8749 -0.619 -1.096 0.364
C -4.5851 -0.4517 -0.6682 -0.706 -1.980 0.228
C 1.9727 -4.4938 1.0301 -0.097 0.719 0.080
H -2.7754 4.8887 -0.0190 -0.010 -0.275 -0.355
H -6.7653 -0.8094 -0.6255 0.054 -0.192 0.100
H 6.9176 1.3778 0.0192 -0.380 -0.387 -0.412
H -1.6651 3.6442 -0.6297 -0.417 0.137 -0.137
H 4.9731 0.3210 0.8374 0.023 -0.418 -0.644
H 0.7285 5.0142 2.7804 0.034 0.255 0.453
H -2.9485 -4.5341 -0.7088 0.128 0.515 -0.156
H 5.5436 -1.1170 -0.0862 -0.051 0.321 0.066
H 3.2394 -0.5342 -0.8711 0.289 0.051 0.095
H -6.7479 1.3925 -0.4866 0.076 0.145 -0.011
H -0.5053 3.4349 4.1511 -0.171 -0.002 -0.068
H -1.8767 -3.2817 -0.0283 -0.463 -0.082 -0.605
H -0.4864 -1.7761 3.6454 0.200 0.393 -0.121
H 1.6145 3.3657 -2.2948 -0.344 0.876 0.044
H 0.4306 -1.4819 2.1509 -0.582 -0.025 0.697
H -2.6556 4.6077 -1.7910 -0.043 -0.432 0.793
H 1.4307 5.1008 -2.3506 0.183 -0.021 0.174
H 7.0703 0.2189 -1.3381 -0.046 0.153 -0.020
H -2.0622 -3.4252 -1.8225 -0.518 -0.005 0.806
```
Forces are in eV/Å.

Record 3
Formula: C23H19I2N8O6S2W
Source: OMol25
Level of theory: ωB97M-V/def2-TZVPD

Computed properties:
**Relative energy (zero: lowest compared OMol25 entry of this formula, charge and spin)**: 0.000 eV
**E_HOMO**: -16.7137 eV
**Orbital gap**: 4.92 eV
**Maximum force**: 0.01311 Eh/bohr
**Total charge**: +3
**Total energy**: -88038.8236 eV

Structure (XYZ):
```
61
Properties=species:S:1:pos:R:3:forces:R:3
W -1.5808 0.7995 0.6846 0.034 0.664 -0.113
I -4.5639 -3.1834 0.6162 -0.044 -0.012 -0.015
I -4.4908 -0.5852 0.1254 -0.050 -0.024 -0.010
S -1.5866 -1.5504 1.6694 0.014 0.119 0.108
S -3.2898 2.6377 -0.4837 -0.404 -0.228 0.027
O -2.4691 1.3938 -1.0327 0.031 -0.008 0.135
O -2.5308 2.5357 0.9079 0.050 -0.370 -0.094
O 2.1904 1.3131 2.1924 0.001 0.050 0.043
O 0.6172 0.1006 3.9430 -0.052 -0.042 -0.105
O -4.6331 2.2115 -0.2579 0.070 0.128 -0.092
O -2.9919 3.8203 -1.1810 0.175 0.038 0.013
N -2.5049 0.9406 2.7247 -0.032 -0.047 0.066
N 1.0962 -2.0517 1.8545 -0.006 0.127 0.150
N 0.8004 -1.3661 -2.1656 0.057 0.037 0.022
N -0.6720 -0.3980 -0.8646 0.058 -0.054 -0.102
N -0.1141 1.0467 1.9238 0.273 -0.055 0.053
N -0.0465 2.1846 -0.3010 -0.008 -0.093 -0.006
N -0.1971 -3.5101 0.6481 0.053 0.072 -0.008
N 6.7723 -3.4483 -4.5894 0.010 -0.012 0.004
C -0.1946 2.8052 -1.4800 0.079 0.002 -0.016
C 3.4045 -3.5334 -3.6541 -0.019 0.002 0.003
C -0.4346 -1.5846 -2.7316 -0.059 -0.009 -0.011
C -0.2661 0.5843 3.3142 0.103 -0.175 -0.011
C -0.0722 -2.4036 1.3570 -0.091 -0.262 -0.136
C -4.2356 1.3431 4.3027 -0.028 0.006 -0.037
C -3.3626 1.1389 5.3548 0.038 -0.012 0.019
C 4.3522 -1.3492 -3.2150 -0.011 -0.002 0.002
C 2.1861 -3.1101 -3.1504 0.038 0.028 0.006
C 0.7557 3.7046 -1.9486 -0.007 -0.017 0.010
C 5.7551 -3.1004 -4.1886 0.016 0.010 -0.022
C 0.6275 -0.6558 -1.0538 -0.051 0.026 0.000
C 1.9012 3.9507 -1.2157 0.005 0.004 -0.021
C 1.2024 1.5731 1.5928 0.001 0.080 -0.026
C 3.1329 -0.9167 -2.7226 -0.001 -0.037 -0.001
C -1.3463 -0.9844 -1.9291 0.027 -0.059 0.049
C -2.0234 0.8666 5.0725 -0.027 0.016 -0.019
C 1.0965 2.3919 0.3752 -0.108 0.022 0.038
C 2.0922 3.2467 -0.0290 -0.001 -0.008 -0.020
C 4.4877 -2.6566 -3.6790 -0.011 0.000 0.012
C -3.7790 1.2453 2.9950 -0.023 0.020 0.013
C 2.0715 -1.8080 -2.6884 -0.018 -0.010 0.005
C -1.6552 0.7937 3.7528 0.017 0.011 0.098
H -1.0703 2.5925 -2.0658 -0.009 -0.004 0.010
H 1.4440 -0.3594 -0.4172 0.001 0.023 0.022
H 3.0084 0.1101 -2.4019 -0.005 0.005 -0.004
H 0.5704 4.2024 -2.8906 -0.002 0.005 0.003
H 2.9797 3.3584 0.5799 -0.005 -0.014 0.015
H -4.4394 1.4385 2.1633 0.001 -0.010 -0.001
H 1.9103 -2.6395 1.7166 -0.002 0.006 0.017
H -0.5506 -2.1118 -3.6633 -0.008 0.010 -0.007
H -3.7030 1.2141 6.3791 -0.003 -0.002 0.000
H 1.3443 -3.7901 -3.1205 -0.008 0.001 -0.006
H 3.5214 -4.5420 -4.0257 0.004 0.000 0.000
H 0.5381 -4.2053 0.5980 -0.011 0.002 -0.007
H -1.2789 0.7399 5.8472 0.002 -0.001 -0.001
H -2.4101 -0.9036 -2.0549 -0.013 0.012 0.002
H 5.1963 -0.6754 -3.2597 0.001 0.000 -0.001
H -1.0982 -3.7488 0.2589 -0.010 -0.010 0.008
H 2.6413 4.6607 -1.5610 -0.002 0.000 -0.004
H 1.1696 -1.3632 2.5993 -0.038 0.043 -0.060
H -5.2744 1.5906 4.4730 0.003 0.008 0.004
```
Forces are in eV/Å.